13
Properties=species:S:1:pos:R:3 method="wB97M-V/def2-TZVPD" charge=0 lumo_energy_ev=-1.64 relative_energy_kcal_mol=175.6 multiplicity=1 energy_ev=-11854.3863
O -2.02 -1.38 -0.18
C -0.76 -1.24 0.09
C -0.11 0.02 0.52
N -0.63 1.30 0.36
O -1.89 1.43 -0.37
C 1.31 -0.14 0.55
C 2.12 0.70 -0.08
O 1.96 -0.66 -0.72
H -0.06 -2.14 0.49
H -2.37 0.64 -0.17
H 1.84 -0.74 1.44
H 2.03 1.57 -0.77
H 3.38 0.47 0.11